Record 1
Density functional theory data (wB97M-V/def2-TZVPD) for a structure of composition C31H32AsNO7S5SbTeW.

XYZ file:
```
80
Properties=species:S:1:pos:R:3
W -1.497 -0.339 -2.214
S -1.207 -5.338 -3.610
Sb 0.585 -4.130 -3.057
S 0.813 -0.652 -1.449
S -0.442 -1.597 -3.763
S 1.492 -4.210 -1.011
O -5.045 0.086 -4.558
As -3.467 -0.632 -4.791
O -2.990 -0.602 -6.334
O -2.479 0.347 -3.746
C -3.815 -2.445 -4.168
C -4.097 -3.262 -5.255
C -4.537 -4.568 -5.072
C -4.696 -5.080 -3.800
C -4.386 -4.294 -2.700
C -3.948 -2.994 -2.886
S -3.500 -2.120 -1.429
O -4.255 -2.583 -0.323
O -3.618 -0.677 -1.815
O -2.000 -2.212 -1.271
H -5.196 0.733 -5.259
H -3.971 -2.860 -6.253
H -4.751 -5.181 -5.938
H -5.039 -6.096 -3.654
H -4.478 -4.684 -1.696
C 7.485 1.412 -0.114
C 5.994 1.271 0.004
C 5.150 2.309 -0.369
C 3.768 2.190 -0.296
C 2.910 3.348 -0.741
C 3.234 0.985 0.178
Te 1.130 0.915 0.303
N -1.259 1.553 -1.893
C -1.700 1.466 -0.664
O -1.731 0.244 -0.171
C -2.099 2.598 0.186
C -2.341 2.382 1.541
C -2.661 3.457 2.355
C -2.745 4.734 1.816
C -2.506 4.944 0.462
C -2.178 3.877 -0.356
C 0.861 0.159 2.270
C 0.304 -1.080 2.594
C -0.101 -2.109 1.585
C 0.122 -1.368 3.947
C 0.456 -0.476 4.952
C 0.257 -0.825 6.401
C 0.981 0.758 4.589
C 1.184 1.102 3.260
C 1.722 2.475 2.947
C 4.051 -0.091 0.541
C 3.511 -1.413 1.006
C 5.427 0.085 0.450
H 7.792 2.455 -0.035
H 7.827 1.038 -1.081
H 7.998 0.841 0.660
H 5.576 3.237 -0.734
H 3.536 4.150 -1.129
H 2.319 3.757 0.082
H 2.216 3.059 -1.532
H -2.274 1.378 1.941
H -2.849 3.299 3.409
H -3.001 5.571 2.453
H -2.578 5.941 0.049
H -1.981 4.012 -1.411
H 0.732 -2.415 0.956
H -0.880 -1.739 0.922
H -0.483 -2.997 2.085
H -0.302 -2.330 4.210
H -0.271 -1.770 6.510
H -0.315 -0.051 6.914
H 1.218 -0.914 6.911
H 1.238 1.478 5.358
H 1.943 3.009 3.870
H 0.991 3.072 2.392
H 2.645 2.434 2.365
H 2.783 -1.818 0.301
H 3.028 -1.326 1.981
H 4.316 -2.142 1.091
H 6.074 -0.740 0.730
```

Calculated values
- E_LUMO (alpha / beta) (eV) = -1.5 / -2.0
- multiplicity = 2
- expectation value of S² = 0.763
- E (hartree) = -6584.05716
- total charge = 0

=====

Record 2
Density functional theory data (wB97M-V/def2-TZVPD) for a cluster of 2 separate species, C9H8NO3 in total at a distorted geometry.

XYZ file:
```
21
Properties=species:S:1:pos:R:3
C 1.306 -0.005 1.884
C 0.852 -1.230 2.375
C 0.823 0.523 0.698
C -0.200 -1.835 1.748
C -0.235 -0.096 0.081
C -0.795 -1.270 0.627
C -2.154 -0.778 -1.072
C 0.027 -1.098 -2.361
C -1.235 1.453 -1.861
N -0.987 0.139 -1.136
O -3.010 -0.824 -1.843
O 0.165 -0.686 -3.416
O -1.881 -1.638 -0.064
H 2.089 0.557 2.347
H 1.121 -1.609 3.392
H 1.247 1.435 0.322
H -0.561 -2.850 2.095
H 0.669 -1.634 -1.638
H -1.837 2.239 -1.179
H -0.305 1.936 -2.195
H -1.846 1.383 -2.745
```

Calculated values
- E_LUMO (alpha / beta) (eV) = -5.7 / -5.7
- E (hartree) = -627.89762
- total charge = +1

=====

Record 3
Density functional theory data (wB97M-V/def2-TZVPD) for a structure of composition C33H29AsN6O3PdS2.

XYZ file:
```
75
Properties=species:S:1:pos:R:3
Pd -1.786 0.378 -1.485
N 3.002 0.584 5.779
C 1.974 0.632 4.846
C 1.512 1.860 4.365
C 0.453 1.916 3.480
C -0.152 0.742 3.051
C 0.301 -0.484 3.516
C 1.350 -0.540 4.415
S -1.512 0.792 1.930
O -2.044 -0.548 1.889
O -2.377 1.872 2.336
N -0.894 1.071 0.460
C -0.697 2.352 0.044
N -0.950 2.471 -1.282
C -0.772 3.648 -1.857
C -0.345 4.742 -1.126
C -0.122 4.527 0.228
N -0.282 3.354 0.824
H 3.611 1.384 5.809
H 3.494 -0.292 5.853
H 1.978 2.777 4.709
H 0.088 2.866 3.108
H -0.191 -1.391 3.189
H 1.686 -1.498 4.795
H -0.979 3.705 -2.919
H -0.197 5.709 -1.582
H 0.204 5.342 0.867
O 0.092 -0.118 -2.685
As 1.247 -0.963 -1.826
C 0.589 -2.530 -0.954
C 0.878 -3.794 -1.459
C 0.330 -4.912 -0.847
C -0.500 -4.763 0.257
C -0.786 -3.500 0.757
C -0.239 -2.379 0.152
C 2.584 -1.537 -3.071
C 3.842 -1.944 -2.642
C 4.775 -2.378 -3.571
C 4.448 -2.402 -4.921
C 3.193 -1.988 -5.346
C 2.255 -1.553 -4.421
C 2.101 0.151 -0.532
C 2.289 1.488 -0.865
C 2.890 2.341 0.046
C 3.309 1.854 1.278
C 3.134 0.517 1.600
C 2.521 -0.340 0.696
H 1.518 -3.908 -2.325
H 0.546 -5.898 -1.236
H -0.930 -5.639 0.727
H -1.444 -3.374 1.607
H -0.480 -1.397 0.541
H 4.098 -1.916 -1.588
H 5.757 -2.694 -3.244
H 5.178 -2.740 -5.645
H 2.945 -2.003 -6.399
H 1.273 -1.217 -4.732
H 1.935 1.859 -1.820
H 3.022 3.387 -0.199
H 3.765 2.524 1.996
H 3.446 0.147 2.566
H 2.349 -1.377 0.962
C -7.976 -0.136 -0.674
C -6.517 0.209 -0.700
C -5.982 1.140 0.191
C -4.633 1.415 0.090
N -3.890 0.814 -0.829
C -4.469 -0.119 -1.619
S -3.309 -0.939 -2.664
N -5.759 -0.424 -1.598
H -8.586 0.760 -0.797
H -8.240 -0.583 0.285
H -8.202 -0.840 -1.470
H -6.596 1.625 0.936
H -4.127 2.107 0.752
```

Calculated values
- E_LUMO (alpha / beta) (eV) = 0.5 / -0.6
- multiplicity = 3
- expectation value of S² = 2.008
- E (hartree) = -4989.21884
- total charge = 0

=====

Record 4
Density functional theory data (wB97M-V/def2-TZVPD) for a cluster of 2 separate species, C3H2NOS2 in total at a distorted geometry.

XYZ file:
```
9
Properties=species:S:1:pos:R:3
C 1.199 1.212 0.110
C -0.669 0.254 -0.609
C 0.150 -0.851 -0.360
N 0.092 1.481 -0.472
O -0.698 -2.284 0.828
S -2.131 0.370 -1.315
S 1.569 -0.443 0.583
H 1.995 1.929 0.308
H -1.506 -1.670 0.927
```

Calculated values
- E_LUMO (alpha / beta) (eV) = 3.2 / 3.2
- E (hartree) = -1041.81418
- total charge = -1

=====

Record 5
Density functional theory data (wB97M-V/def2-TZVPD) for the ion C6H13N2O with charge +1 at a distorted geometry.

XYZ file:
```
22
Properties=species:S:1:pos:R:3
H 3.404 1.369 0.132
N 2.425 1.543 -0.095
C 1.841 0.472 -0.377
C 2.493 -0.896 -0.362
C 0.391 0.528 -0.717
N -0.395 -0.006 0.453
C -1.421 -1.049 0.088
C -2.600 -0.131 -0.339
O -2.314 1.149 0.241
C -1.286 1.020 1.124
H 1.741 -1.675 -0.410
H 3.033 -1.034 0.563
H 3.135 -1.013 -1.220
H 0.096 1.543 -0.908
H 0.189 -0.074 -1.588
H 0.252 -0.409 1.132
H -1.635 -1.569 1.010
H -1.049 -1.721 -0.662
H -2.522 0.033 -1.402
H -3.522 -0.577 -0.007
H -0.697 1.913 1.268
H -1.559 0.584 2.078
```

Calculated values
- E_LUMO (eV) = -3.1
- E (hartree) = -420.88378
- SMILES string = [H]/N=C(\C)C[N@@H+]1CCOC1
- total charge = +1

=====

Record 6
Density functional theory data (wB97M-V/def2-TZVPD) for the ion C5H14N2 with charge +2 at a distorted geometry.

XYZ file:
```
21
Properties=species:S:1:pos:R:3
C 1.599 1.357 -0.140
C 1.572 -0.126 -0.276
N 2.681 -0.810 0.541
C 0.249 -0.722 0.228
C -0.976 -0.191 -0.441
C -2.029 0.202 0.272
N -3.367 0.294 -0.314
H 0.691 1.752 -0.607
H 2.484 1.889 -0.701
H 1.707 1.713 0.928
H 1.804 -0.427 -1.328
H 3.396 -0.090 0.911
H 2.311 -1.296 1.385
H 3.307 -1.486 0.078
H 0.473 -1.883 -0.010
H -0.001 -0.665 1.302
H -0.780 -0.040 -1.492
H -2.022 0.056 1.391
H -3.425 0.870 -1.268
H -3.713 -0.657 -0.499
H -3.924 0.762 0.461
```

Calculated values
- E_LUMO (eV) = -7.1
- E (hartree) = -307.75240
- SMILES string = C[C@@H]([NH3+])C/C=C/[NH3+]
- total charge = +2

=====

Record 7
Density functional theory data (wB97M-V/def2-TZVPD) for a cluster of 2 separate species, C3H3FO in total at a distorted geometry.

XYZ file:
```
8
Properties=species:S:1:pos:R:3
C -0.164 1.079 -0.632
C 0.490 -1.385 0.333
C -0.592 0.438 0.366
O 1.328 -1.344 -0.510
F -1.519 0.514 1.307
H -0.455 2.176 -0.963
H 0.582 0.591 -1.139
H 0.330 -2.068 1.238
```

Calculated values
- E_LUMO (eV) = 0.5
- E (hartree) = -291.07754
- total charge = 0

=====

Record 8
Density functional theory data (wB97M-V/def2-TZVPD) for a cluster of 9 separate species, C27H81O36P9 in total at a distorted geometry.

XYZ file:
```
153
Properties=species:S:1:pos:R:3
C -1.463 -0.092 4.779
O -2.777 0.265 4.329
P -3.994 0.314 5.354
O -3.847 -0.635 6.474
O -4.082 1.875 5.798
C -3.989 2.902 4.817
O -5.246 0.069 4.415
C -6.557 0.254 4.949
H -1.084 -0.860 4.108
H -1.476 -0.567 5.761
H -0.817 0.782 4.819
H -4.971 3.128 4.401
H -3.296 2.600 4.028
H -3.559 3.797 5.262
H -7.218 -0.399 4.377
H -6.882 1.269 4.712
H -6.682 0.015 6.003
C 2.864 1.946 4.118
O 3.482 2.721 3.097
P 3.578 4.304 3.165
O 4.229 4.843 4.358
O 2.030 4.808 2.980
C 1.832 6.201 3.185
O 4.242 4.655 1.763
C 3.533 4.307 0.549
H 2.110 1.319 3.635
H 2.289 2.536 4.834
H 3.601 1.310 4.600
H 2.087 6.528 4.196
H 0.782 6.413 3.000
H 2.500 6.771 2.529
H 4.273 3.832 -0.090
H 3.097 5.216 0.141
H 2.724 3.617 0.787
C 0.139 -2.483 -0.488
O 0.251 -1.080 -0.640
P 0.465 -0.133 0.642
O 1.703 -0.347 1.394
O -0.824 -0.295 1.571
C -2.159 -0.355 1.102
O 0.289 1.355 0.088
C 1.041 1.800 -1.040
H -0.839 -2.885 -0.765
H 0.324 -2.819 0.536
H 0.864 -2.945 -1.161
H -2.267 0.022 0.082
H -2.823 0.200 1.758
H -2.454 -1.406 1.047
H 0.439 2.208 -1.848
H 1.687 0.984 -1.378
H 1.753 2.577 -0.763
C 1.664 1.089 -4.980
O 0.528 0.438 -4.426
P -0.958 0.806 -4.896
O -1.207 2.251 -4.918
O -1.096 0.068 -6.315
C -0.567 0.718 -7.480
O -1.911 -0.034 -3.968
C -2.054 0.355 -2.598
H 1.360 1.978 -5.536
H 2.183 0.364 -5.607
H 2.359 1.427 -4.210
H -1.258 0.446 -8.274
H 0.466 0.419 -7.640
H -0.595 1.807 -7.392
H -1.791 1.392 -2.379
H -1.427 -0.312 -2.004
H -3.085 0.208 -2.281
C 4.321 -9.590 -1.424
O 2.929 -9.435 -1.707
P 2.064 -8.213 -1.163
O 0.782 -8.055 -1.883
O 1.870 -8.536 0.410
C 0.807 -9.391 0.768
O 3.011 -6.943 -1.123
C 2.412 -5.649 -1.147
H 4.641 -8.791 -0.754
H 4.940 -9.608 -2.317
H 4.471 -10.526 -0.886
H -0.123 -8.886 1.034
H 1.075 -10.004 1.632
H 0.560 -10.115 -0.014
H 2.526 -5.174 -2.117
H 2.844 -5.113 -0.299
H 1.354 -5.628 -0.867
C 1.543 7.755 -0.566
O 1.128 7.417 -1.872
P 0.568 6.007 -2.353
O 1.380 4.845 -1.928
O -0.930 5.955 -1.788
C -1.885 6.914 -2.219
O 0.495 6.202 -3.915
C 0.366 5.037 -4.727
H 2.627 7.758 -0.456
H 1.204 7.035 0.183
H 1.119 8.722 -0.314
H -2.438 7.301 -1.363
H -2.608 6.454 -2.893
H -1.467 7.783 -2.729
H 0.948 5.190 -5.632
H -0.676 4.861 -5.002
H 0.650 4.104 -4.242
C 4.052 -1.257 -1.735
O 4.425 -2.573 -2.155
P 5.826 -2.909 -2.839
O 6.185 -4.314 -3.042
O 5.777 -2.027 -4.168
C 6.947 -1.662 -4.879
O 6.888 -2.038 -1.981
C 7.072 -2.318 -0.593
H 3.697 -1.310 -0.705
H 3.223 -0.905 -2.345
H 4.931 -0.614 -1.747
H 7.083 -0.581 -4.828
H 6.901 -1.962 -5.924
H 7.848 -2.091 -4.437
H 6.678 -3.302 -0.327
H 6.645 -1.550 0.046
H 8.142 -2.420 -0.414
C -1.207 -4.234 6.063
O -1.373 -5.036 4.880
P -0.852 -4.481 3.488
O 0.469 -3.871 3.567
O -1.024 -5.813 2.619
C -0.683 -5.718 1.250
O -1.996 -3.479 2.987
C -3.362 -3.790 3.124
H -1.162 -3.182 5.783
H -0.337 -4.560 6.625
H -2.107 -4.384 6.657
H -1.417 -5.163 0.659
H -0.517 -6.726 0.876
H 0.272 -5.204 1.086
H -3.592 -4.636 3.773
H -3.860 -3.981 2.169
H -3.898 -2.925 3.524
C -5.892 2.194 1.936
O -6.291 2.306 0.576
P -5.315 1.949 -0.628
O -4.970 0.546 -0.850
O -6.150 2.573 -1.820
C -5.755 2.529 -3.170
O -4.016 2.912 -0.519
C -4.172 4.325 -0.443
H -5.940 3.194 2.367
H -4.941 1.709 2.157
H -6.646 1.594 2.446
H -6.451 1.999 -3.827
H -4.791 2.030 -3.280
H -5.767 3.528 -3.612
H -3.903 4.779 -1.394
H -3.510 4.708 0.336
H -5.183 4.593 -0.127
```

Calculated values
- E_LUMO (eV) = 0.1
- E (hartree) = -6858.98834
- SMILES string = COP(=O)(OC)OC.COP(=O)(OC)OC.COP(=O)(OC)OC.COP(=O)(OC)OC.COP(=O)(OC)OC.COP(=O)(OC)OC.COP(=O)(OC)OC.COP(=O)(OC)OC.COP(=O)(OC)OC
- total charge = 0

=====

One value per record, in order, for energy above the lowest of the compared OMol25 structures with the same formula, charge and spin: 0.0 0.0 0.0 447.5 181.7 94.7 257.7 132.3 kJ/mol.